Record 1
Below is a structure of composition C51H115HgN6O at a distorted geometry, with properties calculated with the ωB97M-V functional and the def2-TZVPD basis.

Geometry as ORCA input:
```
! wB97M-V def2-TZVPD RIJCOSX def2/J DEFGRID3
* xyz 8 2
Hg 3.081 -0.501 -3.164
C 0.152 0.140 -0.073
C 1.711 -0.049 -0.089
C 2.159 -1.455 0.194
O 2.211 0.521 -1.271
H -0.257 -0.158 -1.039
H -0.230 1.120 0.211
H -0.270 -0.533 0.674
H 2.164 0.525 0.719
H 1.887 -1.593 1.241
H 3.243 -1.557 0.153
H 1.836 -2.262 -0.463
C -1.942 6.997 6.617
C -2.050 5.817 5.675
C -0.717 5.913 4.913
N -0.509 4.806 3.939
C -0.877 3.321 4.444
C 0.951 4.946 3.366
C 0.765 4.213 2.068
C -0.566 4.505 1.483
C -1.343 5.029 2.643
H -1.455 7.839 6.124
H -1.230 6.733 7.399
H -2.871 7.355 7.060
H -2.816 5.891 4.904
H -2.220 4.915 6.264
H 0.132 5.961 5.595
H -0.628 6.813 4.305
H -0.713 2.604 3.639
H -1.909 3.299 4.797
H -0.231 3.055 5.281
H 1.604 4.457 4.088
H 1.174 5.994 3.168
H 0.861 3.134 2.190
H 1.524 4.325 1.294
H -0.904 3.609 0.962
H -0.520 5.304 0.743
H -2.280 4.485 2.761
H -1.544 6.098 2.572
C 3.396 2.249 4.536
C 4.339 1.053 4.421
C 4.595 0.516 3.099
N 5.631 -0.659 2.945
C 5.107 -1.890 3.647
C 5.819 -1.046 1.412
C 7.249 -0.833 1.124
C 7.956 -1.138 2.471
C 7.137 -0.309 3.370
H 2.866 2.298 5.487
H 2.572 2.118 3.834
H 4.025 3.137 4.470
H 3.822 0.224 4.905
H 5.249 1.095 5.018
H 5.094 1.341 2.591
H 3.688 0.196 2.586
H 4.076 -2.082 3.350
H 4.974 -1.577 4.683
H 5.791 -2.736 3.595
H 5.406 -2.044 1.262
H 5.266 -0.344 0.787
H 7.459 -1.637 0.419
H 7.620 0.136 0.790
H 7.740 -2.159 2.787
H 9.020 -0.910 2.413
H 7.119 -0.419 4.454
H 7.329 0.750 3.194
C -1.426 -5.565 -1.245
C -0.053 -5.205 -1.938
C 0.996 -6.356 -2.077
N 2.202 -5.910 -2.884
C 3.012 -4.747 -2.320
C 1.898 -5.748 -4.352
C 3.180 -5.934 -5.070
C 3.918 -7.001 -4.341
C 3.139 -7.187 -3.053
H -1.776 -6.524 -1.626
H -2.255 -4.886 -1.446
H -1.532 -5.790 -0.184
H 0.376 -4.327 -1.456
H -0.268 -5.060 -2.997
H 0.674 -7.259 -2.595
H 1.363 -6.650 -1.094
H 2.973 -4.843 -1.235
H 2.506 -3.782 -2.365
H 4.046 -4.713 -2.663
H 1.332 -4.839 -4.556
H 1.188 -6.539 -4.593
H 3.763 -5.014 -5.102
H 2.936 -6.181 -6.103
H 4.971 -6.834 -4.112
H 3.864 -7.883 -4.979
H 3.764 -7.427 -2.193
H 2.563 -8.103 -3.186
C -2.449 -3.509 1.236
C -3.671 -3.191 2.112
C -4.572 -2.174 1.353
N -5.925 -1.804 2.023
C -5.799 -1.354 3.517
C -6.956 -3.020 1.863
C -7.949 -2.560 0.795
C -7.359 -1.343 0.178
C -6.572 -0.665 1.209
H -1.867 -2.592 1.149
H -2.677 -3.700 0.187
H -1.852 -4.319 1.656
H -3.232 -2.689 2.974
H -4.192 -4.069 2.493
H -4.816 -2.553 0.361
H -4.027 -1.295 1.009
H -5.580 -2.186 4.186
H -6.738 -1.008 3.950
H -5.025 -0.591 3.604
H -7.437 -3.251 2.814
H -6.361 -3.878 1.550
H -8.881 -2.398 1.337
H -8.265 -3.353 0.117
H -8.167 -0.718 -0.205
H -6.719 -1.624 -0.658
H -7.168 0.086 1.729
H -5.767 -0.115 0.723
C -1.354 4.226 -2.162
C -0.039 4.524 -2.936
C 1.033 5.136 -1.995
N 2.475 5.032 -2.494
C 2.533 5.275 -3.997
C 3.074 3.671 -2.199
C 3.560 3.768 -0.728
C 3.814 5.217 -0.350
C 3.336 5.999 -1.628
H -2.104 4.315 -2.948
H -1.627 4.963 -1.406
H -1.272 3.272 -1.640
H -0.242 5.279 -3.695
H 0.288 3.629 -3.464
H 1.011 4.771 -0.968
H 0.781 6.194 -1.918
H 3.600 5.079 -4.103
H 2.099 6.224 -4.312
H 2.003 4.397 -4.367
H 3.946 3.550 -2.842
H 2.384 2.869 -2.459
H 4.415 3.116 -0.549
H 2.780 3.298 -0.129
H 4.863 5.416 -0.132
H 3.334 5.602 0.550
H 4.222 6.262 -2.206
H 2.632 6.809 -1.435
C -3.293 -4.415 -4.914
C -3.844 -3.389 -4.076
C -3.005 -2.088 -4.324
N -3.325 -0.963 -3.364
C -2.666 -1.262 -1.932
C -4.794 -0.730 -3.182
C -4.986 0.785 -2.904
C -3.625 1.492 -3.278
C -2.801 0.404 -3.953
H -3.233 -4.127 -5.964
H -4.012 -5.232 -4.850
H -2.335 -4.831 -4.602
H -3.848 -3.755 -3.050
H -4.898 -3.214 -4.292
H -3.234 -1.763 -5.339
H -1.976 -2.278 -4.018
H -3.106 -2.214 -1.635
H -2.890 -0.423 -1.273
H -1.592 -1.414 -2.035
H -5.146 -1.285 -2.313
H -5.118 -1.112 -4.150
H -5.250 0.848 -1.848
H -5.807 1.201 -3.487
H -3.262 2.035 -2.406
H -3.782 2.210 -4.083
H -1.738 0.494 -3.733
H -3.029 0.371 -5.018
*
```

Its expectation value of S² is 1.76. The lowest unoccupied orbital energy (alpha / beta) comes out at -23.436 / -20.713 eV. The value obtained for the HOMO-LUMO gap (alpha / beta) is 1.71 / 4.43 eV.



Record 2
Below is a cluster of 11 separate species, C51H119N17O11 in total at a distorted geometry, with properties calculated with the ωB97M-V functional and the def2-TZVPD basis.

Geometry as ORCA input:
```
! wB97M-V def2-TZVPD RIJCOSX def2/J DEFGRID3
* xyz 0 1
C 20.668 -19.300 -5.217
C 20.358 -20.601 -5.972
C 19.124 -20.334 -6.843
C 21.535 -20.973 -6.927
C 22.730 -21.676 -6.250
C 22.302 -22.833 -5.402
C 21.167 -22.543 -4.413
C 20.607 -23.918 -4.040
C 21.730 -21.755 -3.210
N 20.118 -21.814 -5.167
O 19.033 -21.566 -4.284
H 21.670 -19.294 -4.789
H 20.702 -18.515 -5.978
H 19.863 -19.006 -4.546
H 18.273 -20.003 -6.247
H 19.336 -19.576 -7.596
H 18.891 -21.271 -7.354
H 21.251 -21.564 -7.801
H 21.972 -20.007 -7.193
H 23.485 -21.938 -6.989
H 23.045 -20.787 -5.690
H 23.167 -23.241 -4.872
H 21.984 -23.629 -6.084
H 21.318 -24.608 -3.579
H 20.236 -24.485 -4.895
H 19.784 -23.806 -3.329
H 20.950 -21.236 -2.648
H 22.294 -20.885 -3.550
H 22.322 -22.419 -2.584
H 18.288 -21.978 -4.736
C 15.418 -17.659 -6.539
C 15.391 -16.319 -7.330
C 13.953 -16.081 -7.869
C 15.753 -15.226 -6.313
C 16.015 -13.923 -7.046
C 17.081 -14.025 -8.152
C 16.966 -15.210 -9.161
C 16.056 -14.823 -10.340
C 18.359 -15.593 -9.642
N 16.337 -16.339 -8.445
O 16.238 -17.478 -9.280
H 14.997 -18.453 -7.156
H 16.431 -17.929 -6.230
H 14.864 -17.558 -5.606
H 13.857 -15.386 -8.696
H 13.622 -17.048 -8.263
H 13.218 -15.899 -7.082
H 15.112 -14.980 -5.466
H 16.670 -15.575 -5.820
H 15.095 -13.665 -7.582
H 16.266 -13.102 -6.374
H 18.034 -14.121 -7.626
H 17.022 -13.093 -8.715
H 15.861 -15.708 -10.945
H 16.576 -14.122 -10.997
H 15.142 -14.402 -9.929
H 18.902 -15.972 -8.776
H 18.785 -14.742 -10.172
H 18.292 -16.427 -10.344
H 16.744 -18.104 -8.747
C 14.742 -18.273 -14.947
C 16.139 -18.354 -14.234
C 16.953 -17.116 -14.671
C 15.960 -18.252 -12.719
C 15.433 -19.536 -12.068
C 16.205 -20.822 -12.536
C 16.323 -20.912 -14.095
C 17.365 -21.991 -14.426
C 14.987 -21.297 -14.686
N 16.851 -19.577 -14.488
O 17.193 -19.601 -15.883
H 14.819 -18.620 -15.976
H 13.864 -18.625 -14.410
H 14.547 -17.198 -15.030
H 16.610 -16.228 -14.139
H 18.023 -17.251 -14.505
H 16.832 -16.885 -15.730
H 16.923 -17.888 -12.344
H 15.351 -17.368 -12.511
H 15.331 -19.447 -10.985
H 14.372 -19.539 -12.342
H 15.680 -21.633 -12.031
H 17.203 -20.726 -12.105
H 16.918 -22.985 -14.381
H 18.287 -21.917 -13.854
H 17.576 -21.936 -15.498
H 14.751 -22.362 -14.712
H 14.976 -20.926 -15.715
H 14.108 -20.864 -14.207
H 18.154 -19.563 -15.853
C 15.735 -23.974 1.553
C 15.574 -25.287 0.769
C 16.606 -26.339 1.307
C 14.141 -25.844 0.867
C 13.772 -26.896 -0.164
C 14.142 -26.382 -1.561
C 15.561 -25.856 -1.749
C 16.483 -27.093 -1.865
C 15.666 -24.999 -3.011
N 15.856 -24.953 -0.629
O 17.100 -24.283 -0.809
H 16.785 -23.716 1.686
H 15.357 -23.197 0.884
H 15.191 -23.891 2.492
H 16.377 -26.591 2.345
H 16.618 -27.317 0.832
H 17.593 -25.874 1.270
H 13.939 -26.281 1.850
H 13.414 -25.028 0.835
H 14.186 -27.886 0.054
H 12.710 -27.152 -0.125
H 13.372 -25.663 -1.858
H 13.935 -27.173 -2.289
H 17.546 -26.846 -1.799
H 16.283 -27.707 -2.747
H 16.278 -27.863 -1.117
H 16.709 -24.704 -3.148
H 15.102 -24.069 -2.938
H 15.391 -25.470 -3.956
H 17.679 -25.044 -0.623
C 16.255 -23.582 -6.420
C 15.004 -22.745 -6.617
C 14.271 -22.571 -5.284
C 15.376 -21.296 -7.042
C 15.559 -21.255 -8.569
C 14.267 -21.779 -9.206
C 14.063 -23.258 -8.997
C 12.640 -23.670 -9.533
C 15.131 -24.109 -9.776
N 14.096 -23.487 -7.543
O 13.598 -24.718 -7.093
H 16.721 -23.873 -7.369
H 17.098 -23.091 -5.930
H 16.047 -24.561 -5.992
H 13.292 -22.103 -5.401
H 13.918 -23.572 -5.005
H 14.884 -22.165 -4.482
H 14.511 -20.700 -6.751
H 16.280 -20.870 -6.612
H 15.750 -20.219 -8.844
H 16.335 -21.993 -8.778
H 14.392 -21.677 -10.291
H 13.329 -21.246 -9.042
H 12.536 -23.297 -10.554
H 11.860 -23.214 -8.933
H 12.629 -24.756 -9.603
H 14.698 -25.080 -10.031
H 16.027 -24.251 -9.176
H 15.345 -23.600 -10.716
H 14.207 -25.347 -7.516
N 11.194 -24.861 -5.187
C 10.533 -23.685 -5.234
N 10.806 -22.934 -6.345
O 9.590 -23.408 -4.485
H 11.949 -24.988 -5.840
H 10.857 -25.581 -4.579
H 10.328 -22.057 -6.468
H 11.496 -23.315 -6.965
N 15.558 -29.104 -7.734
C 15.572 -28.077 -6.826
N 16.173 -26.931 -7.259
O 15.027 -28.151 -5.734
H 15.178 -29.977 -7.423
H 15.871 -28.905 -8.664
H 16.164 -26.176 -6.601
H 16.294 -26.800 -8.247
N 14.079 -27.036 -12.092
C 13.211 -28.063 -11.962
N 13.706 -29.150 -11.331
O 12.055 -28.003 -12.382
H 13.827 -26.248 -12.666
H 15.049 -27.118 -11.850
H 14.673 -29.277 -11.108
H 13.063 -29.901 -11.150
N 10.367 -19.478 -3.691
C 11.073 -19.635 -4.833
N 12.412 -19.393 -4.701
O 10.511 -19.876 -5.900
H 10.727 -19.507 -2.756
H 9.391 -19.708 -3.797
H 12.839 -19.289 -3.801
H 12.905 -19.555 -5.562
N 11.663 -25.385 -13.619
C 11.286 -24.118 -13.314
N 11.833 -23.176 -14.127
O 10.574 -23.820 -12.362
H 11.360 -26.145 -13.025
H 11.978 -25.588 -14.550
H 12.619 -23.338 -14.725
H 11.548 -22.232 -13.934
N 16.957 -19.813 -2.840
C 16.046 -20.466 -2.066
N 16.571 -21.467 -1.316
O 14.836 -20.287 -2.231
H 17.929 -20.055 -2.816
H 16.482 -19.070 -3.328
H 15.888 -22.144 -1.016
H 17.544 -21.685 -1.239
*
```

The lowest unoccupied orbital energy comes out at -0.368 eV. The relative energy (zero: lowest compared OMol25 entry of this formula, charge and spin) comes out at 0.610 eV. The SMILES is CC1(C)CCCC(C)(C)N1O.CC1(C)CCCC(C)(C)N1O.CC1(C)CCCC(C)(C)N1O.CC1(C)CCCC(C)(C)N1O.CC1(C)CCCC(C)(C)N1O.NC(N)=O.NC(N)=O.NC(N)=O.NC(N)=O.NC(N)=O.NC(N)=O. The value obtained for the HOMO-LUMO gap is 7.68 eV.



Listing calculated total energy for the structures above in their given order: -2565.29804; -3773.06554 Ha.